Computed, not measured: 3 unconnected molecules or ions with the total composition C30H40Cl2F3O9PS2 in a non-equilibrium geometry, with ωB97M-V/def2-TZVPD.

The calculation puts the maximum force at 8.6 eV Å⁻¹. The HOMO energy is -0.32560 Eh. Its net charge is 0. The SMILES is C=Cc1c(CCCCS(=O)(=O)Cl)c(CCC(F)(F)F)c(C[C@H](C)Cl)c2c1C(=O)C([PH2]=O)=C(S)C2=O.CCOC(C)=O.CCOC(C)=O.

XYZ file:
```
87
Properties=species:S:1:pos:R:3:forces:R:3
C -0.0679 0.7997 4.4656 2.0 -3.2 -1.4
C 0.5486 -0.3677 3.7775 -1.5 2.6 1.0
C 0.5033 -0.6755 2.1608 -0.3 -0.6 -2.8
C -0.4488 -1.9418 1.6299 2.1 1.2 -2.2
C -1.3715 -2.8431 2.6943 -0.4 1.4 -1.2
C -2.9465 -2.4022 2.3426 0.3 0.4 0.6
C -3.4348 -1.0844 3.2431 -1.1 -1.3 -1.1
C -3.0762 0.3019 2.4428 1.8 -0.9 1.0
S -4.5458 1.1602 1.6561 -4.0 6.4 4.0
O -4.3321 2.7051 1.8884 0.2 -5.8 -1.4
O -5.9204 0.8022 2.2696 4.8 -0.4 -2.6
Cl -4.5891 0.9495 -0.4613 0.5 0.0 1.4
C -0.4921 -2.3277 0.0033 1.7 3.0 0.7
C -1.3655 -3.5847 -0.5827 0.0 -0.5 0.2
C -0.6501 -5.0347 -0.2268 0.3 -0.1 -0.1
C 0.9888 -4.9972 -0.2324 1.2 -1.7 0.3
F 1.5908 -4.3412 -1.4282 -1.8 -1.9 4.2
F 1.5841 -4.4853 1.0582 -1.8 -1.4 -4.6
F 1.4355 -6.4390 -0.3016 -1.0 4.4 0.2
C 0.3756 -1.4228 -1.1035 0.4 1.3 3.0
C 0.3529 -1.7158 -2.7132 1.1 0.2 0.0
C -0.6766 -0.7943 -3.5877 -0.4 0.4 0.6
C -1.9715 -0.2095 -2.7739 -0.8 0.7 -1.2
Cl -1.3943 -1.9473 -4.9041 0.6 1.0 0.8
C 1.3252 -0.1600 -0.5776 -1.8 -1.9 2.2
C 1.3668 0.1829 1.0590 -1.2 -1.7 -1.1
C 2.3843 1.4471 1.4652 -1.2 2.7 2.4
O 2.1177 2.3388 2.4246 1.9 -5.6 -5.8
C 3.7629 1.5341 0.5218 -1.1 -0.6 -3.3
P 5.4806 2.0203 1.2694 3.9 -4.1 -1.5
O 6.5849 0.8826 0.9908 -3.6 3.0 0.9
C 3.7302 1.2274 -0.9640 -1.4 -0.4 3.3
S 5.2321 1.2989 -2.0846 -1.6 -0.5 0.6
C 2.2614 0.7606 -1.6141 -1.4 1.0 -3.4
O 1.8864 1.1137 -2.8483 2.4 -2.4 7.5
H -0.6441 1.6690 3.9204 1.5 -2.0 1.1
H 0.1033 0.8689 5.6451 -0.5 -0.1 -2.9
H 1.1135 -1.1725 4.4481 -1.3 1.9 -1.7
H -1.2021 -3.9916 2.5443 -0.2 2.3 0.1
H -1.1800 -2.5592 3.8136 0.0 -0.5 -2.3
H -3.6096 -3.3299 2.6039 1.0 1.9 -0.8
H -3.0523 -2.0496 1.2117 0.1 -1.2 2.4
H -4.6163 -1.2034 3.3257 2.5 0.6 -0.2
H -3.0221 -1.1449 4.3395 -0.5 0.5 -2.3
H -2.6313 1.0487 3.2427 -1.4 -1.0 -2.0
H -2.2640 0.1768 1.5883 -1.8 0.1 1.7
H -2.4665 -3.6614 -0.1336 2.5 0.4 -0.8
H -1.5178 -3.5657 -1.7609 0.6 0.4 2.6
H -0.9977 -5.4563 0.8356 1.0 1.0 -2.4
H -0.9674 -5.8271 -1.0567 0.9 1.7 1.9
H 1.4496 -1.4682 -3.1146 -2.4 -0.6 1.0
H 0.1611 -2.8392 -2.9767 0.3 2.2 0.9
H -0.1249 0.0661 -4.1827 -1.1 -2.0 1.5
H -2.4170 0.6684 -3.4494 1.0 -1.9 1.4
H -1.7382 0.2761 -1.7360 -0.2 -1.2 -1.9
H -2.8510 -1.0152 -2.7236 2.2 1.6 0.2
H 5.4369 2.1716 2.7120 -0.8 0.4 -1.0
H 5.9854 3.2147 0.6013 -1.2 -1.1 0.8
H 5.0460 0.2822 -3.0551 -0.5 1.1 1.4
C -7.4728 -2.8264 -3.5708 0.2 0.2 -0.1
C -7.8790 -3.5447 -2.3000 0.0 0.1 -0.2
O -6.7220 -3.9275 -1.5327 0.2 -0.3 0.5
C -6.0941 -3.1240 -0.6439 1.1 -0.5 0.7
C -6.4063 -1.6573 -0.6457 -0.5 0.1 0.4
O -5.2248 -3.5789 0.0980 -1.4 0.4 -1.4
H -6.9413 -1.8955 -3.3547 -0.1 0.0 0.0
H -8.3516 -2.5896 -4.1773 0.1 0.0 0.1
H -6.7935 -3.4483 -4.1619 -0.2 0.0 0.1
H -8.5813 -2.9652 -1.6924 0.2 0.0 0.0
H -8.3953 -4.4744 -2.5633 0.3 0.0 0.2
H -5.6970 -1.1394 -1.2954 -0.2 -0.2 0.1
H -6.3018 -1.2795 0.3759 0.2 -0.1 -0.2
H -7.4249 -1.4245 -0.9517 0.1 0.0 -0.2
C 9.3113 6.8705 -0.7873 0.1 -0.1 0.2
C 7.8949 6.9443 -1.3206 0.3 0.1 0.0
O 7.1058 5.8394 -0.8405 -0.8 -0.3 0.2
C 6.4499 5.8254 0.3425 -0.4 -0.8 0.1
C 6.7756 6.8732 1.3647 -0.4 0.6 0.1
O 5.6579 4.9209 0.6025 1.2 2.2 -0.9
H 9.3351 6.9434 0.3035 0.0 0.1 -0.1
H 9.9213 7.6787 -1.2009 -0.1 -0.1 0.0
H 9.7700 5.9124 -1.0502 -0.1 0.2 -0.1
H 7.4094 7.9005 -1.1010 0.0 -0.2 0.1
H 7.9178 6.8550 -2.4122 -0.2 -0.2 0.3
H 7.5538 6.4952 2.0317 -0.1 0.0 -0.1
H 5.8726 7.0827 1.9460 0.2 -0.3 0.0
H 7.0870 7.8244 0.9360 0.2 -0.1 0.0
```
Forces are in eV/Å.

Partial atomic charges computed with the Löwdin method, in multiples of e:
1 C -0.01
2 C -0.14
3 C -0.05
4 C -0.03
5 C -0.13
6 C -0.19
7 C -0.19
8 C -0.25
9 S 0.53
10 O -0.44
11 O -0.40
12 Cl 0.38
13 C -0.04
14 C -0.14
15 C -0.08
16 C -0.21
17 F 0.01
18 F -0.01
19 F -0.03
20 C -0.03
21 C -0.21
22 C -0.62
23 C -0.18
24 Cl 0.47
25 C 0.04
26 C 0.03
27 C -0.20
28 O -0.04
29 C -0.21
30 P 0.79
31 O -0.57
32 C -0.43
33 S 0.73
34 C -0.20
35 O -0.04
36 H 0.08
37 H 0.08
38 H 0.12
39 H 0.10
40 H 0.11
41 H 0.12
42 H 0.10
43 H 0.12
44 H 0.12
45 H 0.10
46 H 0.11
47 H 0.11
48 H 0.12
49 H 0.14
50 H 0.15
51 H 0.13
52 H 0.08
53 H 0.11
54 H 0.09
55 H 0.07
56 H 0.08
57 H 0.02
58 H 0.01
59 H -0.09
60 C -0.07
61 C -0.23
62 O 0.00
63 C -0.49
64 C -0.03
65 O 0.06
66 H 0.07
67 H 0.08
68 H 0.09
69 H 0.12
70 H 0.12
71 H 0.03
72 H 0.07
73 H 0.08
74 C -0.07
75 C -0.22
76 O 0.01
77 C -0.47
78 C 0.01
79 O -0.01
80 H 0.07
81 H 0.08
82 H 0.09
83 H 0.12
84 H 0.13
85 H 0.10
86 H 0.10
87 H 0.07

***

Computed, not measured: a molecular structure, C14H27CeN2S in a non-equilibrium geometry, with ωB97M-V/def2-TZVPD.

The calculation puts the maximum force at 5.9 eV Å⁻¹. As for the expectation value of S²: 0.752. The multiplicity is 2. The HOMO energy (alpha / beta) is -0.43494 / -0.43332 Eh. Its net charge is +2.

XYZ file:
```
45
Properties=species:S:1:pos:R:3:forces:R:3
C -2.3350 0.9082 -0.8870 1.9 -1.0 0.5
H -3.3419 0.5274 -0.5964 0.8 0.6 -0.3
H -1.9966 1.8933 -0.5728 -0.7 0.1 0.0
H -3.0646 0.1271 1.2861 1.1 -1.1 0.5
C -1.8329 0.4528 -2.2219 -1.3 -0.2 -0.4
H -0.7179 0.3646 -2.3229 0.1 0.0 0.1
H -2.2381 -0.5661 -2.3655 0.3 0.2 -0.3
C -2.3248 1.3533 -3.3876 0.3 0.5 -0.5
H -2.1929 0.9529 -4.4090 0.1 -0.1 0.5
H -3.3929 1.5872 -3.2738 0.3 -0.2 0.1
H -1.7994 2.3255 -3.3758 -0.2 -0.3 0.1
C 2.9125 -0.0781 0.3863 -0.8 1.7 -0.7
C 2.8111 0.3092 -1.0195 -0.7 0.8 1.2
C 1.8084 1.3542 -1.1274 1.3 0.4 0.6
C 1.3133 1.6446 0.1804 1.6 0.5 0.4
C 1.9769 0.7529 1.1211 0.5 0.8 -1.0
C 1.7163 0.7168 2.5989 0.1 0.2 0.1
C 0.5724 2.9068 0.5434 -0.2 -0.2 0.0
C 1.4727 2.1343 -2.3687 -0.2 0.1 -0.1
C 3.1546 -0.5723 -2.1652 0.7 0.3 -0.3
C 3.3690 -1.4124 0.8774 0.3 -0.2 0.2
Ce 0.8176 -0.7608 -0.3738 -5.3 -2.5 -1.1
H 0.1522 2.8552 1.5565 0.1 0.1 -0.3
H 1.2993 3.7340 0.5057 -0.3 -0.2 0.1
H -0.2425 3.1527 -0.1500 0.3 -0.1 0.2
H 0.9372 1.4425 2.8701 0.3 -0.3 0.0
H 1.4053 -0.2696 2.9884 0.2 0.2 -0.1
H 2.6472 1.0007 3.1119 -0.4 -0.1 0.1
H 3.2899 -2.2418 0.1430 0.2 0.4 0.0
H 4.4281 -1.3003 1.1359 -0.1 -0.5 0.1
H 2.8292 -1.7514 1.7817 0.3 0.3 -0.2
H 2.8626 -0.1092 -3.1200 0.3 -0.2 0.3
H 4.2458 -0.7102 -2.1195 -0.4 -0.5 -0.4
H 2.6699 -1.5869 -2.1567 0.2 0.2 0.2
H 0.4282 2.4788 -2.3569 0.4 0.0 0.0
H 2.1287 3.0221 -2.4238 -0.3 -0.4 0.0
H 1.6088 1.5511 -3.2873 0.0 0.2 0.2
N -3.4054 -2.6349 1.5159 1.3 1.3 0.1
C -2.3666 -2.0877 2.1699 -1.7 0.1 0.9
N -1.7979 -2.8194 3.1514 0.3 1.7 -1.4
S -1.9037 -0.3903 1.8824 -0.4 -0.8 -0.2
H -3.6875 -3.5630 1.7247 -0.4 -0.8 0.1
H -3.9032 -2.1329 0.7934 0.1 -0.1 0.1
H -1.0141 -2.4609 3.6709 -0.1 0.0 0.2
H -2.0886 -3.7521 3.3198 -0.1 -0.8 0.1
```
Forces are in eV/Å.

Partial atomic charges computed with the Löwdin method, in multiples of e:
1 C -0.16
2 H 0.03
3 H 0.01
4 H -0.04
5 C -0.41
6 H 0.04
7 H 0.10
8 C -0.10
9 H 0.08
10 H 0.08
11 H 0.07
12 C -0.33
13 C -0.32
14 C -0.31
15 C -0.28
16 C -0.32
17 C -0.01
18 C 0.01
19 C 0.01
20 C -0.01
21 C -0.01
22 Ce 1.29
23 H 0.08
24 H 0.12
25 H 0.08
26 H 0.09
27 H 0.08
28 H 0.12
29 H 0.10
30 H 0.13
31 H 0.10
32 H 0.10
33 H 0.13
34 H 0.09
35 H 0.08
36 H 0.12
37 H 0.09
38 N 0.17
39 C -0.67
40 N 0.16
41 S 0.90
42 H 0.13
43 H 0.13
44 H 0.12
45 H 0.13

***

Computed, not measured: a molecular structure, AsF6Rb in a non-equilibrium geometry, with ωB97M-V/def2-TZVPD.

The calculation puts the maximum force at 1.9 eV Å⁻¹. The HOMO energy is -0.43882 Eh. Its net charge is 0. Its energy relative to the best compared isomer or geometry (same formula, charge and spin) is 46.4 kJ/mol.

XYZ file:
```
8
Properties=species:S:1:pos:R:3:forces:R:3
Rb -0.5153 1.2451 3.3708 0.1 -0.2 -0.7
As 0.0707 -0.2039 -0.4951 0.3 0.0 -1.8
F -0.3361 -1.2955 -1.7734 0.0 -0.1 0.6
F 1.1352 -1.3394 0.2941 -0.4 0.1 -0.1
F 0.5219 0.9539 0.7424 -0.2 0.6 0.9
F -1.0214 0.9723 -1.1980 0.4 -0.1 0.4
F -1.2570 -0.7304 0.5122 0.1 -0.1 0.3
F 1.4020 0.3979 -1.4530 -0.4 -0.1 0.4
```
Forces are in eV/Å.

Partial atomic charges computed with the Löwdin method, in multiples of e:
1 Rb 0.99
2 As 0.72
3 F -0.24
4 F -0.26
5 F -0.39
6 F -0.27
7 F -0.29
8 F -0.26

***

Computed, not measured: a molecular structure, H18KrO9, with ωB97M-V/def2-TZVPD.

The calculation puts the maximum force at 0.7 eV Å⁻¹. The HOMO energy is -0.39144 Eh. Its net charge is 0. Its energy relative to the best compared isomer or geometry (same formula, charge and spin) is 81.2 kJ/mol.

XYZ file:
```
28
Properties=species:S:1:pos:R:3:forces:R:3
Kr 19.4966 8.3142 3.1063 0.0 0.0 0.0
O 16.0408 7.2048 2.7836 -0.2 0.5 -0.2
H 15.2469 6.6794 2.8828 -0.2 -0.1 -0.1
H 16.6754 6.7940 3.3708 0.2 -0.1 0.1
O 21.5422 11.2638 0.8748 -0.3 0.6 0.0
H 22.2163 11.4719 0.2279 0.1 0.1 -0.1
H 21.7427 10.3695 1.1511 0.1 -0.6 0.1
O 19.0934 5.8260 -0.4586 0.4 -0.1 -0.3
H 18.5519 6.5497 -0.7736 -0.1 0.2 -0.1
H 18.7588 5.6400 0.4187 -0.3 -0.1 0.5
O 21.9750 6.9085 5.9079 -0.4 -0.1 0.6
H 22.3107 6.8953 5.0116 0.3 0.0 -0.2
H 22.1859 7.7848 6.2303 0.0 0.1 0.2
O 17.1788 5.9323 5.0908 0.3 -0.2 -0.1
H 16.6101 5.1820 5.2638 -0.2 -0.3 0.1
H 16.6883 6.6859 5.4190 -0.1 0.4 0.2
O 22.4597 8.6603 1.3623 0.2 0.2 -0.2
H 22.2182 8.0094 0.7033 -0.2 -0.1 -0.3
H 22.5428 8.1603 2.1743 0.0 -0.2 0.5
O 23.0723 6.6583 3.4766 0.0 0.2 -0.5
H 23.9755 6.6486 3.1598 0.4 0.0 0.0
H 22.6941 5.8424 3.1486 -0.2 -0.3 -0.1
O 17.9867 4.8307 2.3867 0.0 -0.1 -0.5
H 18.6307 4.1253 2.4502 0.2 -0.3 0.0
H 17.9236 5.1788 3.2762 0.0 0.3 0.4
O 20.4346 11.4278 4.9960 -0.2 0.0 0.1
H 20.9200 10.7888 5.5177 0.1 -0.2 0.1
H 21.1089 11.9044 4.5120 0.1 0.2 -0.3
```
Forces are in eV/Å.

Partial atomic charges computed with the Löwdin method, in multiples of e:
1 Kr 0.19
2 O -0.07
3 H 0.03
4 H -0.06
5 O -0.07
6 H 0.02
7 H -0.04
8 O -0.06
9 H 0.03
10 H -0.02
11 O -0.07
12 H -0.05
13 H 0.02
14 O -0.05
15 H 0.06
16 H 0.06
17 O -0.07
18 H 0.06
19 H -0.01
20 O -0.03
21 H 0.08
22 H 0.08
23 O -0.05
24 H 0.05
25 H -0.02
26 O -0.07
27 H 0.02
28 H 0.03

***

| no. | DFT total energy (eV) |
| --- | --- |
| 1 | -114321.56383 |
| 2 | -41681.31660 |
| 3 | -77803.03528 |
| 4 | -93649.34728 |